No. 1
Below is a 7-piece molecular cluster, C8H30O11 overall at a distorted geometry, with properties calculated with ωB97M-V/def2-TZVPD.

```
49
Properties=species:S:1:pos:R:3
H 1.166 2.398 -2.421
C -2.541 -3.826 0.413
H 5.688 -3.704 -1.806
H 2.112 -2.564 -0.315
H 2.745 -5.030 -1.567
C 2.643 -3.163 -1.066
H 2.845 -0.244 0.498
H 2.119 4.601 0.173
H 2.327 -2.684 -2.006
H -3.413 -0.201 -0.341
H -1.814 -1.598 1.310
O -0.107 5.682 -0.723
H -0.488 -4.071 0.963
H -4.179 -2.919 -0.180
O 0.061 0.070 0.201
O 1.263 1.682 -1.785
H 2.855 1.273 0.646
C -1.160 -3.277 0.635
H -2.525 -4.826 -0.034
C -3.505 0.887 -0.241
C -4.302 1.168 0.998
O -3.246 -2.900 -0.409
O -1.167 -2.249 1.609
O 0.678 3.290 0.877
H -5.288 0.696 0.944
O -2.255 1.524 -0.184
H 4.296 -1.880 -1.036
H -4.468 2.245 1.120
H 0.587 -0.634 0.584
H 0.816 6.632 0.833
C 4.103 -2.956 -0.912
C 1.306 4.553 0.907
H 4.475 -3.298 0.056
H -2.831 1.118 2.257
H 2.213 1.595 -1.641
H -0.539 5.571 1.288
H -0.736 4.958 -0.815
O 4.743 -3.669 -1.974
H -0.773 -2.923 -0.331
O 2.249 -4.500 -0.933
H 1.743 4.697 1.900
H -3.018 -3.907 1.396
H -4.070 1.241 -1.112
O -3.650 0.625 2.147
H 0.540 0.395 -0.571
O 3.110 0.563 0.047
H -1.570 0.870 0.010
H 0.627 3.015 -0.046
C 0.333 5.673 0.637
```

Values from the calculation:
Electronic energy: -1150.38152 Eh
F_max: 1.03 eV/A
SMILES: OCCO.OCCO.OCCO.OCCO.O.O.O
Gap between HOMO and LUMO: 9.860 eV
HOMO: -9.65 eV
LUMO level: 0.21 eV

No. 2
Below is C8H32AgCsO16P as an isolated structure at a distorted geometry, with properties calculated with ωB97M-V/def2-TZVPD.

```
59
Properties=species:S:1:pos:R:3
C -0.819 3.604 -3.386
C 0.903 3.082 4.489
C -1.161 3.961 -1.906
H -1.368 4.358 -3.949
H -2.843 -2.975 1.619
H -2.159 3.600 -1.656
H -0.076 2.478 -1.257
H 0.917 -6.469 0.433
O -0.126 3.425 -1.108
O -1.278 2.246 -3.552
H -0.456 -0.074 -3.047
H 1.304 4.074 4.281
O 0.457 -6.433 -0.409
Cs 3.855 2.477 -1.025
H -1.531 2.688 0.552
H -0.689 1.698 -3.028
H 2.162 0.466 0.979
C -0.016 -5.112 -0.575
H 0.248 3.722 -3.574
O -1.948 1.938 0.976
O 2.032 0.306 -0.684
H 1.724 0.699 2.410
O -0.205 0.263 0.537
O 2.373 1.396 -3.475
H 1.622 1.121 -2.949
O 0.177 1.105 3.032
Ag 2.736 -1.547 -1.554
H -0.764 -5.472 -2.444
H 0.664 -4.484 0.001
C -0.158 -4.656 -2.048
O -0.065 3.167 5.510
C -0.865 -2.636 2.309
O 0.137 1.015 -1.972
O -0.696 -0.666 -3.759
H 0.214 -1.183 1.648
H 1.654 2.436 4.945
H -1.098 -2.323 3.327
P 0.538 0.040 -0.811
C -1.976 -2.380 1.333
O -0.879 -3.426 -2.042
H 0.247 2.600 6.219
H -0.219 -2.759 -1.838
H -1.602 -0.464 1.049
H -1.338 1.215 0.838
H -0.875 -3.720 2.423
H -0.626 3.052 3.077
H -1.811 -2.593 0.277
H -1.154 5.041 -1.760
H -0.927 -5.023 0.017
O 0.582 -1.454 -1.320
H -0.160 -1.446 -3.614
O 2.470 0.804 1.820
O -2.317 -1.017 1.374
H 2.857 0.588 -3.644
H 0.007 0.933 2.103
H 0.770 -4.556 -2.611
O 0.369 -2.018 2.096
H 0.863 2.770 2.204
C 0.324 2.519 3.117
```

Values from the calculation:
Electronic energy: -2036.34933 Eh
F_max: 3.82 eV/A
Multiplicity: 3
Gap between HOMO and LUMO (spin up / spin down): 5.459 / 5.583 eV
Charge: -1
<S²>: 2.0084
HOMO (spin up / spin down): -4.45 / -6.46 eV
LUMO level (spin up / spin down): 1.01 / -0.88 eV

No. 3
Below is C8H32F4N2O16S4V as an isolated structure at a distorted geometry, with properties calculated with ωB97M-V/def2-TZVPD.

```
67
Properties=species:S:1:pos:R:3
O 11.450 4.777 24.653
F 14.464 2.723 23.919
O 16.262 2.727 22.448
H 16.274 6.231 24.681
C 19.257 1.680 22.271
O 12.216 1.871 17.094
H 18.430 1.660 21.559
H 10.342 1.571 24.067
H 18.448 8.187 20.967
H 10.797 4.589 25.335
H 13.181 4.385 25.720
C 18.945 7.310 20.552
H 11.873 3.375 23.683
O 19.805 7.784 19.514
H 14.045 0.618 22.466
F 10.853 2.776 18.773
O 20.415 2.201 21.653
O 12.095 4.310 17.442
C 14.690 7.854 17.973
H 10.188 3.877 20.546
H 20.232 2.424 20.739
H 16.289 7.996 26.852
C 10.887 5.390 21.656
F 13.547 5.826 20.380
O 15.025 4.252 17.902
C 14.134 0.075 20.569
N 13.239 2.964 19.305
H 13.784 0.473 19.618
O 11.027 4.107 20.959
H 11.963 1.307 24.764
C 12.619 5.259 25.370
H 13.292 5.721 24.651
O 14.902 1.799 17.806
H 10.689 6.140 20.898
F 15.600 2.903 19.751
H 13.663 -0.897 20.687
H 10.127 5.329 22.430
S 14.659 3.030 18.468
C 15.989 7.081 26.353
S 14.576 5.602 21.583
O 15.820 5.695 20.949
H 18.941 2.251 23.148
H 14.898 6.986 26.357
H 14.497 8.182 19.002
H 15.211 0.022 20.420
V 12.766 2.833 21.171
O 15.796 4.673 23.881
O 13.768 1.002 21.625
H 18.140 6.706 20.122
S 15.368 3.658 23.001
H 11.820 5.597 22.166
C 11.404 1.459 23.844
O 16.500 7.104 25.010
H 16.416 6.212 26.859
H 15.606 7.272 17.866
H 11.449 0.584 23.197
H 19.486 6.717 21.286
H 19.434 0.669 22.652
H 20.664 7.366 19.597
O 11.913 2.578 23.098
O 14.660 8.967 17.096
H 15.339 9.584 17.383
S 12.176 2.995 17.921
O 14.154 6.611 22.474
N 14.105 4.095 21.934
H 12.377 5.889 26.218
H 13.835 7.204 17.776
```

Values from the calculation:
Electronic energy: -4573.15052 Eh
F_max: 5.41 eV/A
Multiplicity: 3
Gap between HOMO and LUMO (spin up / spin down): 4.881 / 6.085 eV
Charge: +1
<S²>: 2.0174
HOMO (spin up / spin down): -11.50 / -11.50 eV
LUMO level (spin up / spin down): -6.62 / -5.41 eV

No. 4
Below is a 7-piece molecular cluster, C8H32N2O7 overall at a distorted geometry, with properties calculated with ωB97M-V/def2-TZVPD.

```
49
Properties=species:S:1:pos:R:3
N 0.338 0.421 4.266
H 0.314 2.618 3.129
H -1.393 -0.204 -1.103
O -0.563 -0.818 1.782
C -1.125 -0.060 -4.384
H -2.223 -1.573 2.421
H 0.270 -0.158 -6.731
H -0.223 -0.116 1.206
H 0.568 -4.206 2.196
C -1.586 -0.683 -3.069
H 0.756 -2.050 0.239
H 2.545 -0.396 2.767
H -3.722 -0.685 -3.619
H -3.466 -1.981 3.241
O 2.317 3.184 2.944
C -0.681 -0.691 -6.611
H -0.186 0.476 -4.214
H -0.891 -1.496 -2.841
C 2.242 4.130 1.893
N -1.496 0.291 -1.984
H -0.175 -0.614 2.662
O 0.294 -3.560 1.537
H 1.888 1.740 4.848
C 1.580 1.175 3.956
O 1.218 -1.755 -0.559
H 0.065 -2.762 2.040
H -3.312 -1.684 -2.234
H 1.285 -2.545 -1.105
C 2.720 0.197 3.665
H 2.945 -0.448 4.513
H 3.594 0.841 3.516
O -3.034 -2.118 2.391
O -0.830 -1.123 -5.277
H -2.907 -2.149 -3.957
O 1.127 1.056 -0.803
H 0.554 -0.131 5.097
H 1.235 4.547 1.823
H 2.516 3.695 0.926
H -1.921 0.599 -4.749
H -1.465 0.016 -6.904
H 1.272 1.747 1.881
C 1.307 2.225 2.868
C -2.954 -1.357 -3.209
H -0.317 1.103 4.662
H 2.988 4.888 2.118
H 1.267 0.103 -0.653
H 0.367 1.083 -1.415
H -2.379 0.792 -1.908
H -0.721 -1.562 -7.258
```

Values from the calculation:
Electronic energy: -960.16836 Eh
F_max: 1.44 eV/A
SMILES: COC[C@H](C)N.COC[C@H](C)N.O.O.O.O.O
Gap between HOMO and LUMO: 10.081 eV
HOMO: -9.61 eV
LUMO level: 0.47 eV

Repeat the fourth record exactly.
Below is a 7-piece molecular cluster, C8H32N2O7 overall at a distorted geometry, with properties calculated with ωB97M-V/def2-TZVPD.

```
49
Properties=species:S:1:pos:R:3
N 0.338 0.421 4.266
H 0.314 2.618 3.129
H -1.393 -0.204 -1.103
O -0.563 -0.818 1.782
C -1.125 -0.060 -4.384
H -2.223 -1.573 2.421
H 0.270 -0.158 -6.731
H -0.223 -0.116 1.206
H 0.568 -4.206 2.196
C -1.586 -0.683 -3.069
H 0.756 -2.050 0.239
H 2.545 -0.396 2.767
H -3.722 -0.685 -3.619
H -3.466 -1.981 3.241
O 2.317 3.184 2.944
C -0.681 -0.691 -6.611
H -0.186 0.476 -4.214
H -0.891 -1.496 -2.841
C 2.242 4.130 1.893
N -1.496 0.291 -1.984
H -0.175 -0.614 2.662
O 0.294 -3.560 1.537
H 1.888 1.740 4.848
C 1.580 1.175 3.956
O 1.218 -1.755 -0.559
H 0.065 -2.762 2.040
H -3.312 -1.684 -2.234
H 1.285 -2.545 -1.105
C 2.720 0.197 3.665
H 2.945 -0.448 4.513
H 3.594 0.841 3.516
O -3.034 -2.118 2.391
O -0.830 -1.123 -5.277
H -2.907 -2.149 -3.957
O 1.127 1.056 -0.803
H 0.554 -0.131 5.097
H 1.235 4.547 1.823
H 2.516 3.695 0.926
H -1.921 0.599 -4.749
H -1.465 0.016 -6.904
H 1.272 1.747 1.881
C 1.307 2.225 2.868
C -2.954 -1.357 -3.209
H -0.317 1.103 4.662
H 2.988 4.888 2.118
H 1.267 0.103 -0.653
H 0.367 1.083 -1.415
H -2.379 0.792 -1.908
H -0.721 -1.562 -7.258
```

Values from the calculation:
Electronic energy: -960.16836 Eh
F_max: 1.44 eV/A
SMILES: COC[C@H](C)N.COC[C@H](C)N.O.O.O.O.O
Gap between HOMO and LUMO: 10.081 eV
HOMO: -9.61 eV
LUMO level: 0.47 eV

Question: F_max of number 1 (C8H30O11)?
Answer: 1.03 eV/A

Question: What is the F_max in the fourth record?
Answer: 1.44 eV/A